i | A cluster of 2 separate species, C4H9NO3 in total, computed with ωB97M-V/def2-TZVPD.

Properties
Spin multiplicity ... 1
E_LUMO ... 0.60 eV
HOMO level ... -6.909 eV

Last column: Mulliken charge in e.
Cartesian coordinates (Å):
C  1.967  0.092  0.297  0.74
C  3.453  -0.100  0.104  -1.20
C  -3.225  0.561  -0.737  -0.58
C  -1.817  -0.524  0.820  0.26
N  1.339  1.059  -0.435  -0.82
O  0.976  -0.303  -0.737  -0.23
O  -0.784  -1.122  1.002  -0.58
O  -1.994  0.028  -0.382  -0.24
H  1.555  -0.349  1.350  0.19
H  4.015  0.792  -0.209  0.32
H  3.575  -0.688  -0.850  0.25
H  3.917  -0.689  0.892  0.31
H  -3.781  -0.144  -1.425  0.23
H  -3.025  1.462  -1.377  0.22
H  -3.851  0.829  0.211  0.28
H  -2.530  -0.263  1.621  0.34
H  0.211  -0.641  -0.145  0.49

ii | The molecule C4H9NO3, computed with ωB97M-V/def2-TZVPD.

Properties
SMILES ... C[C@@H](CO)NC(=O)O
Spin multiplicity ... 1
E_LUMO ... 0.71 eV
HOMO level ... -9.781 eV

Last column: Mulliken charge in e.
Cartesian coordinates (Å):
C  -1.264  -0.351  1.228  -1.43
C  -0.368  -0.159  0.029  0.47
C  -0.822  1.000  -0.918  -0.69
O  -2.224  1.250  -0.875  -0.55
N  1.024  0.032  0.349  -0.17
C  2.001  -0.791  -0.094  0.57
O  1.865  -1.773  -0.778  -0.59
O  3.220  -0.363  0.363  -0.50
H  -2.294  -0.547  0.957  0.33
H  -0.936  -1.156  1.891  0.38
H  -1.331  0.557  1.844  0.35
H  -0.458  -1.033  -0.604  0.20
H  -0.537  0.666  -1.903  0.35
H  -0.377  1.974  -0.714  0.35
H  -2.716  0.644  -1.438  0.32
H  1.333  0.846  0.861  0.25
H  3.884  -0.796  -0.200  0.35

ii wins, 144.8 kcal/mol ahead of the next structure.

i | A structure of composition C4H9NO3, computed with ωB97M-V/def2-TZVPD.

Properties
Spin multiplicity ... 1
E_LUMO ... 0.44 eV
HOMO level ... -9.854 eV

Last column: Mulliken charge in e.
Cartesian coordinates (Å):
O  -0.722  0.793  1.896  -0.65
C  -0.707  -0.432  1.566  0.80
O  -0.002  -0.966  0.559  -0.65
C  -1.601  -1.385  2.297  -0.98
H  -2.406  -1.844  1.678  0.26
H  -1.018  -2.152  2.792  0.26
H  -2.076  -0.742  3.011  0.32
O  0.182  -0.339  -3.542  -0.47
C  0.265  -0.119  -2.335  -0.06
C  0.981  1.103  -1.775  -0.36
N  1.368  0.931  -0.305  -0.51
H  -0.319  -0.724  -1.643  0.46
H  1.858  1.242  -2.419  0.31
H  0.361  1.992  -1.930  0.25
H  0.818  1.570  0.227  0.33
H  0.663  -0.115  0.087  0.42
H  2.353  1.186  -0.163  0.25

ii | The molecule C4H9NO3, computed with ωB97M-V/def2-TZVPD.

Properties
SMILES ... O=C(CCO)NCO
Spin multiplicity ... 1
E_LUMO ... 0.64 eV
HOMO level ... -9.759 eV

Last column: Mulliken charge in e.
Cartesian coordinates (Å):
O  1.778  1.133  0.887  -0.66
C  0.634  0.734  0.668  0.52
C  -0.143  1.197  -0.511  -0.30
C  0.700  0.742  -1.760  -0.70
O  0.772  -0.672  -1.846  -0.51
N  0.147  -0.116  1.642  -0.18
C  -1.040  -0.994  1.423  -0.50
O  -0.766  -2.242  0.911  -0.51
H  -0.358  2.273  -0.468  0.35
H  -1.135  0.742  -0.620  0.19
H  1.706  1.075  -1.491  0.34
H  0.292  1.084  -2.719  0.36
H  -0.061  -0.997  -2.197  0.32
H  0.727  -0.312  2.437  0.24
H  -1.826  -0.426  0.924  0.33
H  -1.358  -1.082  2.481  0.34
H  -0.068  -2.139  0.240  0.36

iii | A cluster of 2 separate species, C4H9NO3 in total, computed with ωB97M-V/def2-TZVPD.

Properties
SMILES ... N[C@H](C=O)CC=O.O
Spin multiplicity ... 1
E_LUMO ... 0.62 eV
HOMO level ... -9.453 eV

Last column: Mulliken charge in e.
Cartesian coordinates (Å):
N  0.316  -1.335  -0.122  -0.53
C  1.069  -0.098  -0.292  0.28
C  2.360  -0.160  0.472  -0.15
O  2.681  -1.086  1.149  -0.45
C  0.108  0.938  0.344  -0.65
C  -0.982  1.531  -0.692  -0.02
O  -1.067  2.682  -0.920  -0.43
H  0.562  -1.932  0.632  0.22
H  0.288  -1.948  -0.942  0.22
H  1.446  0.172  -1.307  0.34
H  3.117  0.681  0.199  0.30
H  -0.521  0.572  1.160  0.27
H  0.698  1.884  0.772  0.30
H  -1.677  0.837  -1.099  0.35
O  -3.117  -0.801  0.103  -0.65
H  -2.688  -0.632  0.993  0.32
H  -2.592  -1.306  -0.450  0.30

iv | The molecule C4H9NO3, computed with ωB97M-V/def2-TZVPD.

Properties
SMILES ... C=C([O-])[NH2+]CC(O)O
Spin multiplicity ... 1
E_LUMO ... 0.39 eV
HOMO level ... -8.370 eV

Last column: Mulliken charge in e.
Cartesian coordinates (Å):
C  2.407  1.319  0.281  -1.20
C  2.055  0.027  0.641  0.73
O  2.426  -1.104  0.625  -0.52
N  0.331  0.225  0.636  -0.28
C  -0.332  -0.803  -0.161  -0.44
C  -1.842  -0.553  -0.253  -0.10
O  -2.050  0.646  -0.970  -0.54
O  -2.498  -1.590  -0.913  -0.50
H  2.019  2.141  0.869  0.29
H  3.434  1.484  -0.015  0.30
H  -0.027  0.261  1.588  0.24
H  0.704  1.194  0.059  0.37
H  0.092  -0.779  -1.168  0.30
H  -0.127  -1.789  0.260  0.33
H  -2.290  -0.520  0.750  0.34
H  -2.061  1.412  -0.382  0.33
H  -2.241  -1.571  -1.845  0.35

ii wins, 3.4 kcal/mol ahead of the next structure.

i | The molecule C4H9NO3, computed with ωB97M-V/def2-TZVPD.

Properties
SMILES ... C[C@@H](O)[C@H](N)C(=O)O
Spin multiplicity ... 1
E_LUMO ... 0.45 eV
HOMO level ... -9.994 eV

Last column: Mulliken charge in e.
Cartesian coordinates (Å):
C  -1.626  0.320  1.232  -1.46
C  -1.221  0.340  -0.231  0.33
O  -1.310  1.564  -0.953  -0.56
C  -0.078  -0.570  -0.501  0.40
N  -0.112  -1.932  -0.058  -0.71
C  1.232  0.053  0.025  0.23
O  1.299  1.321  0.070  -0.65
O  2.269  -0.779  0.256  -0.51
H  -0.937  0.558  2.039  0.32
H  -2.525  0.990  1.551  0.32
H  -2.045  -0.659  1.493  0.39
H  -2.049  -0.204  -0.689  0.23
H  -0.404  1.932  -0.861  0.42
H  0.126  -0.490  -1.561  0.41
H  -0.755  -2.145  0.676  0.21
H  -0.231  -2.592  -0.840  0.22
H  1.695  -1.570  0.462  0.42

ii | A cluster of 2 separate species, C4H9NO3 in total, computed with ωB97M-V/def2-TZVPD.

Properties
SMILES ... C=C(C)O.NC(=O)O
Spin multiplicity ... 1
E_LUMO ... 0.56 eV
HOMO level ... -9.229 eV

Last column: Mulliken charge in e.
Cartesian coordinates (Å):
C  1.867  -1.490  2.024  -0.95
C  1.381  -0.350  1.550  0.82
C  2.077  0.589  0.615  -1.07
O  0.090  0.001  1.921  -0.64
H  2.862  -1.835  1.791  0.27
H  1.235  -2.089  2.667  0.27
H  3.151  0.407  0.654  0.35
H  1.724  0.423  -0.405  0.22
H  1.940  1.647  0.849  0.34
H  0.036  0.954  2.003  0.33
N  -1.186  -0.688  -0.615  -0.38
C  -1.211  0.379  -1.485  0.63
O  -0.608  1.399  -1.418  -0.49
O  -2.174  0.197  -2.487  -0.50
H  -1.939  -1.353  -0.636  0.24
H  -0.918  -0.422  0.325  0.25
H  -2.232  -0.748  -2.654  0.31

iii | A structure of composition C4H9NO3, computed with ωB97M-V/def2-TZVPD.

Properties
Spin multiplicity ... 1
E_LUMO ... 0.36 eV
HOMO level ... -9.063 eV

Last column: Mulliken charge in e.
Cartesian coordinates (Å):
C  -1.072  -0.872  0.972  -0.96
C  -0.897  -1.251  -0.584  -0.40
C  0.572  0.652  -0.573  0.77
C  1.993  0.824  -0.048  -0.46
H  -0.279  -1.343  1.446  0.36
H  -2.070  -1.514  0.964  0.29
H  -1.529  0.125  1.078  0.40
H  -0.965  -2.420  -0.543  0.34
H  -1.787  -0.978  -1.432  0.26
H  2.776  1.677  -0.787  0.22
H  1.883  1.270  1.443  0.25
H  1.964  -1.053  -0.686  0.37
H  -1.550  2.699  -0.138  0.41
N  -0.148  1.545  0.140  -0.49
O  0.152  -0.497  -1.169  -0.46
O  2.381  -0.521  0.211  -0.49
O  -1.424  1.658  -0.295  -0.39

ii wins, 11.8 kcal/mol ahead of the next structure.

i | The molecule C2H6N2O3, computed with ωB97M-V/def2-TZVPD.

Properties
SMILES ... CCNO[N+](=O)[O-]
Spin multiplicity ... 1
E_LUMO ... 0.29 eV
HOMO level ... -10.823 eV

Last column: Mulliken charge in e.
Cartesian coordinates (Å):
C  -1.449  0.606  -0.841  -0.96
C  -1.211  -0.144  0.476  -0.46
N  0.022  -0.833  0.477  -0.30
O  1.302  0.233  0.338  -0.26
N  2.516  -0.207  -0.086  1.02
O  2.798  -1.353  -0.181  -0.53
O  3.212  0.729  -0.407  -0.54
H  -2.421  1.125  -0.681  0.33
H  -0.724  1.465  -0.783  0.26
H  -1.138  -0.012  -1.663  0.33
H  -1.420  0.414  1.334  0.39
H  -1.838  -0.947  0.586  0.41
H  0.351  -1.078  1.430  0.31

ii | The molecule C2H6N2O3, computed with ωB97M-V/def2-TZVPD.

Properties
SMILES ... CNN(O)C(=O)O
Spin multiplicity ... 1
E_LUMO ... 0.65 eV
HOMO level ... -9.531 eV

Last column: Mulliken charge in e.
Cartesian coordinates (Å):
C  -1.944  0.340  -0.331  -0.75
N  -0.774  -0.365  0.160  -0.27
N  0.412  0.096  -0.409  0.16
O  0.567  1.512  -0.354  -0.44
C  1.545  -0.528  0.102  0.56
O  2.430  0.083  0.663  -0.61
O  1.555  -1.836  -0.113  -0.43
H  -1.946  0.283  -1.416  0.29
H  -2.821  -0.168  0.062  0.31
H  -1.961  1.389  -0.032  0.27
H  -0.748  -0.278  1.181  0.21
H  1.317  1.696  0.247  0.34
H  2.367  -2.224  0.241  0.36

ii wins, 107.9 kcal/mol ahead of the next structure.

i | The molecule C2H6N2O3, computed with ωB97M-V/def2-TZVPD.

Properties
Spin multiplicity ... 1
E_LUMO (spin up / spin down) ... -0.82 / -0.90 eV
HOMO level (spin up / spin down) ... -8.653 / -8.267 eV

Last column: Mulliken charge in e.
Cartesian coordinates (Å):
C  0.501  -0.631  1.564  -1.00
C  -0.478  -0.622  0.415  -0.49
N  -1.001  0.895  -1.356  0.33
N  -0.990  0.607  -0.134  -0.29
O  -0.193  0.631  -2.322  -0.30
O  1.624  1.100  -0.750  -0.38
O  1.346  0.511  -1.881  0.03
H  0.677  -1.620  2.030  0.32
H  0.012  -0.122  2.447  0.27
H  1.376  -0.305  1.196  0.33
H  -1.408  -1.107  0.606  0.46
H  -0.060  -1.126  -0.331  0.48
H  -1.405  1.789  -1.484  0.25

ii | The molecule C2H6N2O3, computed with ωB97M-V/def2-TZVPD.

Properties
SMILES ... NO[C@@H](O)C(N)=O
Spin multiplicity ... 1
E_LUMO ... 0.85 eV
HOMO level ... -9.817 eV

Last column: Mulliken charge in e.
Cartesian coordinates (Å):
N  -2.264  0.302  0.186  -0.62
O  -0.977  -0.245  0.598  -0.26
C  -0.135  0.382  -0.348  0.32
O  -0.031  1.723  -0.087  -0.57
C  1.339  -0.257  -0.052  0.53
N  1.475  -1.564  -0.346  -0.40
O  2.140  0.499  0.419  -0.62
H  -2.940  0.086  0.886  0.28
H  -2.017  1.279  0.511  0.23
H  -0.584  0.141  -1.338  0.25
H  0.905  1.925  0.084  0.34
H  0.739  -2.234  -0.502  0.24
H  2.350  -2.038  -0.011  0.27

iii | A cluster of 2 separate species, C2H6N2O3 in total, computed with ωB97M-V/def2-TZVPD.

Properties
SMILES ... NC(=O)NC=O.O
Spin multiplicity ... 1
E_LUMO ... 0.56 eV
HOMO level ... -10.551 eV

Last column: Mulliken charge in e.
Cartesian coordinates (Å):
N  -0.152  -1.341  -0.725  -0.35
C  -1.003  -0.442  -0.170  0.50
O  -2.206  -0.532  -0.187  -0.56
N  -0.386  0.795  0.211  -0.14
C  0.242  0.904  1.438  0.08
O  0.763  -0.037  1.978  -0.52
H  0.775  -1.385  -0.330  0.25
H  -0.462  -2.203  -1.134  0.22
H  -0.930  1.590  -0.084  0.25
H  0.207  1.941  1.799  0.36
O  1.994  0.577  -2.086  -0.70
H  2.751  0.324  -1.534  0.33
H  1.194  0.421  -1.560  0.28

iii wins, 53.1 kcal/mol ahead of the next structure.

i | A cluster of 4 separate species, C4H16O3 in total, computed with ωB97M-V/def2-TZVPD.

Properties
SMILES ... CCCC.O.O.O
Spin multiplicity ... 1
E_LUMO ... 0.50 eV
HOMO level ... -11.146 eV

Last column: Mulliken charge in e.
Cartesian coordinates (Å):
C  2.005  0.690  -2.598  -1.15
C  1.200  1.877  -2.026  -0.34
C  0.989  1.742  -0.517  -0.37
C  0.009  2.738  0.088  -1.24
H  1.410  -0.033  -3.136  0.29
H  2.747  1.064  -3.300  0.33
H  2.514  0.197  -1.786  0.34
H  1.738  2.807  -2.258  0.26
H  0.202  2.012  -2.467  0.32
H  0.605  0.722  -0.353  0.29
H  1.968  1.788  -0.034  0.29
H  -0.914  2.828  -0.474  0.35
H  -0.264  2.415  1.092  0.32
H  0.491  3.712  0.182  0.33
O  0.193  -5.011  2.828  -0.64
H  -0.211  -5.107  1.959  0.32
H  1.132  -4.935  2.609  0.32
O  -4.286  -2.542  0.975  -0.63
H  -4.121  -2.114  1.824  0.31
H  -3.723  -2.053  0.367  0.31
O  -1.433  -1.144  2.132  -0.61
H  -0.803  -0.505  1.802  0.30
H  -1.450  -1.147  3.091  0.31

ii | A cluster of 4 separate species, C4H16O3 in total, computed with ωB97M-V/def2-TZVPD.

Properties
SMILES ... CCCC.O.O.O
Spin multiplicity ... 1
E_LUMO ... 0.59 eV
HOMO level ... -10.790 eV

Last column: Mulliken charge in e.
Cartesian coordinates (Å):
C  0.088  1.805  0.000  -1.17
C  -0.027  0.367  0.493  -0.33
C  -0.238  -0.642  -0.650  -0.05
C  -1.683  -1.100  -0.769  -1.28
H  0.868  1.871  -0.761  0.31
H  0.339  2.513  0.796  0.35
H  -0.832  2.157  -0.459  0.26
H  -0.862  0.327  1.189  0.31
H  0.873  0.123  1.042  0.23
H  0.084  -0.193  -1.592  0.31
H  0.442  -1.484  -0.493  0.09
H  -1.851  -1.786  -1.599  0.38
H  -2.325  -0.228  -0.864  0.27
H  -2.004  -1.572  0.164  0.32
O  3.382  -0.287  -1.064  -0.67
H  3.118  -0.746  -0.254  0.38
H  2.651  0.235  -1.398  0.31
O  -3.219  1.768  0.937  -0.59
H  -3.008  2.708  0.946  0.30
H  -4.156  1.732  1.163  0.29
O  2.529  -2.273  0.905  -0.62
H  3.022  -2.959  0.441  0.31
H  2.810  -2.335  1.826  0.28

ii wins, 6.3 kcal/mol ahead of the next structure.